# C6H15NO2

2 unconnected molecules or ions with the total composition C6H15NO2 in a non-equilibrium geometry (ωB97M-V with the def2-TZVPD basis set, OMol25).

Last columns: bonded neighbours and bond lengths (Å).
Element x y z (Å)
1 C -2.00 0.48 -0.33  C2 1.527, C3 1.551, H9 1.080, H10 1.092
2 C -2.21 1.24 -1.63  C1 1.527, H11 1.090, H12 1.098, H13 1.089
3 C -0.52 0.32 0.11  C1 1.551, N4 1.399, O8 1.206
4 N 0.43 0.75 -0.82  C3 1.399, C6 1.496, H14 1.003
5 C 1.97 -1.23 -0.48  C6 1.538, H15 1.104, H16 1.076, H17 1.100
6 C 1.84 0.30 -0.58  N4 1.496, C5 1.538, C7 1.558, H18 1.119
7 C 2.42 1.06 0.65  C6 1.558, H19 1.073, H20 1.102, H21 1.079
8 O -0.31 -0.13 1.21  C3 1.206
9 H -2.48 -0.49 -0.28  C1 1.080
10 H -2.54 0.96 0.49  C1 1.092
11 H -3.28 1.37 -1.81  C2 1.090
12 H -1.71 2.21 -1.57  C2 1.098
13 H -1.77 0.82 -2.54  C2 1.089
14 H 0.16 0.82 -1.78  N4 1.003
15 H 1.78 -1.64 -1.49  C5 1.104
16 H 2.87 -1.46 0.07  C5 1.076
17 H 1.23 -1.66 0.22  C5 1.100
18 H 2.39 0.58 -1.52  C6 1.119
19 H 2.14 2.09 0.66  C7 1.073
20 H 3.50 1.11 0.47  C7 1.102
21 H 2.21 0.40 1.48  C7 1.079
22 H -0.48 -2.27 1.91  O24 0.964
23 H -1.64 -1.45 2.00  O24 0.962
24 O -1.42 -2.33 1.69  H22 0.964, H23 0.962

Output
- orbital gap (eV) = 10.5
- highest occupied orbital energy (eV) = -9.7
- structure (SMILES) = CCC(=O)NC(C)C.O
- E (a.u.) = -442.8431

Löwdin charges, unit e, in atom order: -0.1442 -0.1138 -0.4509 0.0868 -0.0553 -0.3856 -0.0516 0.0222 0.1083 0.1179 0.0744 0.0787 0.0650 0.1046 0.0892 0.0726 0.0641 0.1376 0.0713 0.0771 0.0686 0.0221 0.0164 -0.0757